# 1
DFT (ωB97M-V/def2-TZVPD) results for a structure of composition C2H12F6NaO12S2 in a non-equilibrium geometry.

```
35
Properties=species:S:1:pos:R:3:forces:R:3
Na 8.510100 -13.309722 -4.416775 0.504 -0.061 -0.217
C 12.508878 -14.454631 -6.374479 -0.452 0.308 0.961
F 11.530802 -15.043196 -7.080837 -0.289 -0.340 -0.164
F 13.654030 -14.903097 -6.836692 0.809 -0.228 -0.387
F 12.422835 -13.145067 -6.645548 0.080 0.345 -0.078
S 12.360945 -14.766525 -4.540351 0.345 0.631 0.845
O 12.598150 -16.183958 -4.426008 -0.226 0.003 -0.201
O 13.393364 -13.919813 -3.947187 -0.556 -0.341 -0.678
O 11.006577 -14.309280 -4.239236 0.050 -0.262 -0.282
C 4.749391 -13.669961 -4.511742 -0.590 -0.935 0.153
F 5.864119 -13.827640 -3.753176 0.075 0.154 -0.014
F 4.027571 -12.681118 -3.963597 0.200 0.113 -0.094
F 5.150636 -13.282710 -5.732863 0.053 0.214 0.035
S 3.802126 -15.289999 -4.637131 -0.263 -0.066 -0.048
O 3.419564 -15.625317 -3.267606 0.160 0.585 -0.966
O 2.722437 -14.911447 -5.553630 0.842 -0.350 0.861
O 4.848757 -16.137383 -5.187903 -0.369 0.246 -0.044
O 8.590733 -14.550950 -2.464953 0.030 -0.309 0.137
H 7.986377 -14.851334 -1.776639 -0.044 0.074 -0.182
H 9.211464 -15.282001 -2.603532 0.025 0.289 -0.080
O 10.093238 -11.678473 -3.290346 -0.123 0.375 -0.066
H 10.990821 -11.800952 -2.953845 -0.120 -0.316 -0.215
H 9.950407 -10.725941 -3.300754 0.028 -0.107 0.125
O 9.012084 -11.891407 -6.465960 -0.058 0.244 -0.236
H 9.038876 -12.132145 -7.398978 0.067 -0.140 0.160
H 9.462066 -11.040454 -6.411691 0.063 -0.171 0.068
O 6.882725 -11.321404 -4.686095 0.055 0.432 0.186
H 6.664274 -11.095172 -5.598200 0.059 -0.238 0.064
H 6.860878 -10.486887 -4.201332 0.017 -0.160 0.005
O 8.717675 -14.875613 -6.558703 -0.451 0.129 -0.194
H 7.922636 -15.205195 -6.999427 0.075 -0.023 0.210
H 9.404849 -14.874675 -7.234251 0.112 -0.080 0.266
O 6.408528 -11.515157 -1.768651 0.125 0.183 -0.259
H 6.401108 -11.993040 -2.613052 -0.179 -0.001 0.301
H 5.658427 -10.913648 -1.826710 -0.056 -0.198 0.028
```
Forces are in eV/Å.

Output
Gap between HOMO and LUMO, eV: 7.7
HOMO energy, eV: -6.322
Energy above the lowest of the compared OMol25 structures with the same formula, charge and spin, kcal/mol: 28.23
Total charge: -1
E, eV: -69236.223

***

# 2
DFT (ωB97M-V/def2-TZVPD) results for a cluster of 3 separate species, C2H12N2O2 in total in a non-equilibrium geometry.

```
18
Properties=species:S:1:pos:R:3:forces:R:3
C -0.118778 1.181929 1.171933 1.294 -0.684 1.160
C 0.870233 1.007050 0.008073 -1.498 0.224 -0.329
N 0.358361 1.846624 -1.113343 0.302 -0.408 0.120
N 0.045629 0.042530 2.126460 -0.388 0.426 -0.468
H 0.098768 2.124338 1.683840 -0.320 0.225 -0.223
H -1.154441 1.160880 0.846270 0.044 0.141 -0.354
H 1.895048 1.269128 0.257451 -0.010 0.141 0.246
H 0.839815 -0.057704 -0.226524 0.297 0.018 -0.286
H -0.109620 1.213196 -1.755052 -0.010 0.153 -0.092
H 1.112283 2.275669 -1.630706 0.120 -0.086 -0.025
H 0.900498 0.151220 2.671345 -0.055 -0.087 -0.003
H -0.734565 0.046892 2.783794 0.121 -0.012 0.136
H -0.359259 -2.017147 -2.679824 0.111 -0.066 -0.020
H -0.888272 -1.348241 -1.445185 0.160 -0.128 0.016
O -0.642939 -1.154369 -2.368459 -0.240 0.170 0.045
H -0.469879 -1.432412 0.921196 0.338 -0.141 0.378
H -0.485503 -2.976268 0.891355 -0.061 0.128 -0.034
O -0.476980 -2.197822 0.309866 -0.203 -0.015 -0.267
```
Forces are in eV/Å.

Output
Gap between HOMO and LUMO (alpha / beta), eV: 2.8 / 9.6
HOMO energy (alpha / beta), eV: 1.161 / -5.776
Energy above the lowest of the compared OMol25 structures with the same formula, charge and spin, kcal/mol: 3.10
Total charge: -1
E, eV: -9342.741
Expectation value of S²: 0.750
Spin multiplicity: 2

***

# 3
DFT (ωB97M-V/def2-TZVPD) results for a cluster of 3 separate species, C2H12N2O2 in total.

```
18
Properties=species:S:1:pos:R:3:forces:R:3
C -2.192503 0.425192 -0.257400 0.278 -0.080 0.466
N -0.887236 0.918003 0.189831 -0.428 0.304 -0.066
C 0.107759 -0.131804 0.433058 -0.704 -0.579 -0.012
N 1.374210 0.180934 -0.100954 0.667 0.409 0.040
H -2.801747 1.277948 -0.536295 -0.040 -0.012 -0.471
H -2.098239 -0.348582 -1.037196 -0.195 0.368 -0.109
H -2.735115 -0.016992 0.574117 0.055 -0.229 0.206
H -0.539007 1.598857 -0.480201 0.116 -0.370 0.133
H -0.258379 -1.072397 -0.003594 0.236 0.058 -0.116
H 0.118802 -0.323037 1.518107 0.232 0.103 -0.074
H 1.773392 1.071313 0.135048 0.137 -0.147 0.025
H 1.856008 -0.365322 -0.790759 -0.274 -0.044 0.039
O 3.702607 -2.152178 -2.423908 -0.009 -0.025 -0.246
H 3.581937 -3.089217 -2.611527 -0.023 0.009 0.130
H 3.952832 -1.783494 -3.279514 -0.011 0.059 0.139
O -2.036001 1.167736 2.934483 0.273 -0.084 0.000
H -1.452126 1.562886 3.588403 -0.099 0.001 0.094
H -1.467194 1.080152 2.148301 -0.212 0.259 -0.176
```
Forces are in eV/Å.

Output
Gap between HOMO and LUMO, eV: 9.6
HOMO energy, eV: -8.927
Energy above the lowest of the compared OMol25 structures with the same formula, charge and spin, kcal/mol: 21.58
E, eV: -9343.267

***

# 4
DFT (ωB97M-V/def2-TZVPD) results for a cluster of 4 separate species, C2H12N2O2 in total in a non-equilibrium geometry.

```
18
Properties=species:S:1:pos:R:3:forces:R:3
N 1.952545 0.259536 0.289243 0.246 -1.213 0.772
C 1.372400 -0.473715 -0.660668 1.420 0.618 -1.783
C 0.341080 -1.554627 -0.148981 -1.139 0.051 0.618
N -0.116236 1.760779 1.363317 0.532 -0.065 -0.167
H -1.789145 0.776024 0.877995 -0.169 0.027 0.032
H 2.944065 0.011452 0.389171 0.114 0.360 -0.300
H 2.070113 -0.893523 -1.390253 -0.098 -0.391 0.054
H 0.617371 0.181204 -1.187213 -0.873 -0.163 -0.130
H 0.763295 -2.510249 0.146146 0.626 0.235 0.077
H -0.198232 -1.079294 0.668996 -0.295 -0.309 -0.045
H 0.547422 0.983814 1.392975 -0.484 0.360 0.488
H 0.105666 2.342674 2.164692 -0.198 0.020 0.048
H -2.379723 -0.188512 -0.169481 0.205 0.372 0.306
H -0.324702 -1.604507 -1.018861 -0.163 0.025 0.017
O -2.499050 0.123052 0.758965 -0.099 -0.309 -0.014
H -2.170788 -0.265653 -2.353398 0.392 -0.105 -0.335
H 0.259044 2.254200 0.555390 -0.357 0.310 0.029
O -1.495124 -0.122658 -1.678040 0.338 0.178 0.332
```
Forces are in eV/Å.

Output
Gap between HOMO and LUMO, eV: 4.5
HOMO energy, eV: -8.765
Energy above the lowest of the compared OMol25 structures with the same formula, charge and spin, kcal/mol: 162.04
E, eV: -9337.176

***

# 5
DFT (ωB97M-V/def2-TZVPD) results for a cluster of 3 separate species, C2H12N2O2 in total in a non-equilibrium geometry.

```
18
Properties=species:S:1:pos:R:3:forces:R:3
N 0.375071 -1.144864 0.179919 -0.549 -1.018 2.497
C 0.198714 0.191598 -0.302870 -0.409 0.677 0.068
C 0.930471 0.711353 -1.477888 2.410 0.008 -3.653
N 1.844090 1.856051 -1.221689 -0.004 -1.990 4.232
H -0.297939 -1.164493 1.040310 1.640 -0.344 -1.983
H 1.289698 -1.266520 0.593482 0.275 -0.136 0.118
H -0.810401 0.044203 -0.667066 -0.662 1.526 0.610
H 0.457324 0.979653 0.415841 -1.212 -0.032 0.569
H 0.193925 1.169235 -2.147630 0.122 -0.739 -0.393
H 1.593455 -0.094005 -1.986015 -1.631 0.751 0.352
H 2.522355 1.398624 -0.558798 -0.361 1.389 -0.847
H 2.358560 2.276714 -1.941724 0.441 0.044 -1.554
O -2.689803 -1.456893 -0.688771 -0.982 0.363 0.637
H -1.935408 -1.533597 -1.267229 0.244 -0.760 -0.098
H -3.089459 -2.312345 -0.466799 0.691 0.284 -0.492
O -0.706678 0.057355 3.244120 -1.625 0.180 -1.814
H -0.556274 0.062675 4.171396 -0.077 0.051 1.217
H -1.677702 0.225255 3.081413 1.688 -0.254 0.533
```
Forces are in eV/Å.

Output
Gap between HOMO and LUMO, eV: 9.7
HOMO energy, eV: -8.965
Energy above the lowest of the compared OMol25 structures with the same formula, charge and spin, kcal/mol: 43.28
E, eV: -9342.326

***

# 6
DFT (ωB97M-V/def2-TZVPD) results for a cluster of 4 separate species, C2H12N2O3 in total in a non-equilibrium geometry.

```
19
Properties=species:S:1:pos:R:3:forces:R:3
N -0.461617 1.343547 1.916395 0.306 0.309 -0.215
C -0.019696 0.918046 0.641214 -0.958 1.076 -0.378
C -0.686799 1.267283 -0.465301 0.523 0.108 0.183
N -0.347885 0.844729 -1.760569 0.358 -0.464 -0.727
H -0.358677 0.678140 2.663469 -0.091 -0.210 -0.053
H -1.403831 1.716742 1.867215 0.218 -0.237 0.236
H 0.970401 0.524155 0.508327 0.076 -0.576 0.436
H -1.545294 1.930285 -0.449446 -0.233 -0.281 0.220
H 0.577789 0.428549 -1.874392 -0.316 0.326 0.263
H -0.517398 1.509872 -2.499223 -0.017 0.092 0.100
O 2.740042 0.751201 -1.028713 0.493 0.450 0.445
H 3.262215 0.774146 -0.217010 0.064 -0.747 0.103
H 2.711126 1.702984 -1.157256 -0.433 0.276 -0.623
O -0.960349 -1.956187 -0.781041 -1.405 -0.337 -0.253
H -1.463232 -1.229818 -1.170005 -0.138 -0.022 0.022
H -0.085071 -1.632892 -0.884298 1.381 0.204 0.101
O -0.577607 -2.926880 1.758478 -0.239 -0.702 0.269
H -1.129457 -2.774482 0.976749 0.287 0.251 -0.127
H -0.704657 -3.869426 1.955400 0.123 0.485 -0.001
```
Forces are in eV/Å.

Output
Gap between HOMO and LUMO, eV: 7.8
HOMO energy, eV: -7.202
Energy above the lowest of the compared OMol25 structures with the same formula, charge and spin, kcal/mol: 25.54
E, eV: -11390.641